(1)
An isolated molecule of C4H7N3, computed with wB97M-V/def2-TZVPD.

## Properties
SMILES string = CNc1cc[nH]n1
Frontier orbital gap = 8.92 eV
Spin multiplicity = 1
LUMO = 1.2 eV

Element x y z (Å)
1 C -1.61 0.95 1.19
2 N -0.25 1.29 0.71
3 C 0.31 0.30 -0.08
4 C 1.63 0.03 -0.58
5 C 1.52 -1.24 -1.10
6 N 0.26 -1.64 -0.91
7 N -0.49 -0.71 -0.34
8 H -1.55 0.66 2.24
9 H -2.31 1.77 1.03
10 H -2.05 0.07 0.69
11 H 0.02 2.25 0.53
12 H 2.53 0.63 -0.58
13 H 2.24 -1.93 -1.53
14 H -0.25 -2.43 -1.28


(2)
An isolated molecule of C4H7N3 in a non-equilibrium geometry, computed with wB97M-V/def2-TZVPD.

## Properties
SMILES string = [H]/N=C(\CC#N)NC
Frontier orbital gap = 9.66 eV
Spin multiplicity = 1
LUMO = 0.5 eV

Element x y z (Å)
1 H 1.73 -1.11 -2.02
2 N 1.78 -0.88 -1.03
3 C 0.77 -0.17 -0.66
4 C -0.51 -0.01 -1.39
5 C -1.45 -0.74 -0.25
6 N -2.43 -1.23 0.14
7 N 0.52 -0.16 0.74
8 C 0.05 0.94 1.57
9 H -0.50 -0.47 -2.38
10 H -0.84 1.03 -1.35
11 H 1.11 -0.83 1.23
12 H -0.57 0.53 2.37
13 H -0.54 1.65 0.98
14 H 0.90 1.46 2.03


(3)
An isolated molecule of C4H7N3 in a non-equilibrium geometry, computed with wB97M-V/def2-TZVPD.

## Properties
SMILES string = [H]/N=C1/CC(N)=CN1
Frontier orbital gap = 8.53 eV
Spin multiplicity = 1
LUMO = 1.0 eV

Element x y z (Å)
1 H 2.41 1.05 -2.03
2 N 1.44 1.04 -1.78
3 C 1.03 0.51 -0.69
4 C -0.41 0.83 -0.45
5 C -0.82 -0.29 0.50
6 N -2.08 -0.38 1.12
7 C 0.29 -0.96 0.87
8 N 1.47 -0.43 0.23
9 H -0.51 1.05 -1.56
10 H -0.53 1.80 0.04
11 H -2.20 -1.23 1.66
12 H -2.84 -0.24 0.48
13 H 0.45 -1.70 1.65
14 H 2.25 -1.03 -0.02


(4)
A cluster of 2 separate species, C4H7N3 in total in a non-equilibrium geometry, computed with wB97M-V/def2-TZVPD.

## Properties
SMILES string = N=C=CNN.C#C
Frontier orbital gap = 8.64 eV
Spin multiplicity = 1
LUMO = 0.9 eV

Element x y z (Å)
1 N -1.15 2.30 1.94
2 C -0.71 1.49 1.08
3 C -0.46 0.55 0.19
4 N -1.06 0.58 -1.10
5 N -0.20 0.21 -2.22
6 H -2.09 2.15 2.27
7 H 0.14 -0.36 0.60
8 H -1.72 1.32 -1.11
9 H 0.19 1.12 -2.52
10 H 0.47 -0.48 -1.91
11 C 2.07 -2.31 0.26
12 C 1.21 -2.14 1.10
13 H 2.90 -1.95 -0.27
14 H 0.41 -2.49 1.69


(5)
A structure of composition C4H7N3 in a non-equilibrium geometry, computed with wB97M-V/def2-TZVPD.

## Properties
Frontier orbital gap = 7.67 eV
Spin multiplicity = 1
LUMO = 1.0 eV

Element x y z (Å)
1 C -1.84 -0.52 0.45
2 C 0.05 0.76 -0.07
3 C 0.55 -0.52 0.05
4 N 0.62 1.98 -0.07
5 N 1.82 -1.09 -0.11
6 C -0.75 -1.10 -0.32
7 N -1.33 0.61 -0.39
8 H 1.61 2.08 0.05
9 H 0.01 2.76 -0.29
10 H 2.20 -1.51 0.73
11 H 2.51 -0.49 -0.54
12 H -2.85 -0.79 0.16
13 H -1.70 -0.41 1.53
14 H -0.90 -1.77 -1.17


(6)
An isolated molecule of C4H7N3 in a non-equilibrium geometry, computed with wB97M-V/def2-TZVPD.

## Properties
Frontier orbital gap = 9.51 eV
Spin multiplicity = 1
LUMO = 0.9 eV

Element x y z (Å)
1 C 2.19 0.08 0.28
2 N 1.13 0.28 -0.69
3 C -0.17 0.07 -0.38
4 N -1.13 0.56 -1.13
5 N -2.29 0.08 -0.46
6 C -2.02 -0.89 0.67
7 C -0.67 -0.71 0.75
8 H 2.20 -0.95 0.64
9 H 3.16 0.27 -0.21
10 H 2.11 0.76 1.15
11 H 1.29 0.96 -1.42
12 H -3.07 -0.07 -1.10
13 H -2.66 0.66 0.34
14 H -0.06 -1.09 1.55


(7)
An isolated molecule of C4H7N3, computed with wB97M-V/def2-TZVPD.

## Properties
Frontier orbital gap = 6.77 eV
Spin multiplicity = 1
LUMO = 0.2 eV

Element x y z (Å)
1 N 0.14 -2.14 -1.10
2 C 0.04 -0.84 -0.42
3 C 0.61 -0.22 0.70
4 C -0.05 1.04 0.69
5 N 0.10 2.07 1.66
6 C -0.92 1.05 -0.40
7 N -0.86 -0.11 -1.08
8 H 1.03 -2.36 -1.56
9 H -0.17 -2.96 -0.57
10 H 1.34 -0.58 1.41
11 H -0.19 2.95 1.26
12 H 1.07 2.16 1.94
13 H -1.59 1.84 -0.72
14 H -0.57 -1.89 -1.81


(8)
An isolated molecule of C4H7N3, computed with wB97M-V/def2-TZVPD.

## Properties
SMILES string = [H]/N=C1\CCN\C1=N\[H]
Frontier orbital gap = 9.82 eV
Spin multiplicity = 1
LUMO = 0.7 eV

Element x y z (Å)
1 H 2.03 -1.02 -1.39
2 N 1.16 -1.49 -1.14
3 C 0.55 -0.68 -0.38
4 C 1.02 0.69 0.06
5 C -0.31 1.40 0.31
6 N -1.16 0.31 0.78
7 C -0.83 -0.90 0.19
8 N -1.59 -1.92 0.16
9 H -1.11 -2.69 -0.30
10 H 1.60 0.59 0.99
11 H 1.65 1.18 -0.69
12 H -0.67 1.83 -0.64
13 H -0.23 2.20 1.05
14 H -2.12 0.48 1.00


(9)
An isolated molecule of C4H7N3 in a non-equilibrium geometry, computed with wB97M-V/def2-TZVPD.

## Properties
SMILES string = CC/N=C(/N)C#N
Frontier orbital gap = 10.23 eV
Spin multiplicity = 1
LUMO = 0.5 eV

Element x y z (Å)
1 C 0.86 -1.83 0.09
2 C -0.05 -1.06 -0.86
3 N 0.09 0.36 -0.68
4 C -0.59 1.06 0.12
5 N -0.53 2.42 -0.09
6 C -1.48 0.58 1.18
7 N -2.12 0.16 2.05
8 H 0.53 -1.71 1.12
9 H 1.89 -1.46 -0.01
10 H 0.86 -2.90 -0.15
11 H -1.09 -1.38 -0.75
12 H 0.25 -1.24 -1.89
13 H 0.18 2.52 -0.80
14 H -0.54 3.08 0.67


(10)
An isolated molecule of C4H7N3 in a non-equilibrium geometry, computed with wB97M-V/def2-TZVPD.

## Properties
Frontier orbital gap (spin up / spin down) = 9.61 / 5.72 eV
Spin multiplicity = 1
LUMO (spin up / spin down) = 0.1 / -1.1 eV

Element x y z (Å)
1 C -0.92 -0.82 1.11
2 C 1.51 -0.56 -0.14
3 N 1.00 0.60 -0.44
4 C -0.30 0.76 -0.94
5 N -0.44 1.71 -1.73
6 C -1.28 -0.29 -0.47
7 N -2.19 -0.73 -1.15
8 H -1.11 -1.88 1.31
9 H -1.76 -0.33 1.63
10 H -0.10 -0.58 1.82
11 H 1.30 -1.22 -0.96
12 H 2.33 -0.64 0.58
13 H 1.37 1.25 0.22
14 H -1.45 1.71 -1.92


(11)
An isolated molecule of C4H7N3 in a non-equilibrium geometry, computed with wB97M-V/def2-TZVPD.

## Properties
SMILES string = [H]\N=C/C(=N\[H])C(/C)=N\[H]
Frontier orbital gap = 9.69 eV
Spin multiplicity = 1
LUMO = 0.4 eV

Element x y z (Å)
1 H 2.47 -0.80 0.60
2 N 2.25 -0.91 -0.40
3 C 1.23 -0.30 -0.78
4 C 0.41 0.74 0.12
5 N 0.86 1.69 0.79
6 H 1.87 1.77 0.84
7 C -0.93 0.21 -0.19
8 C -1.44 -0.86 0.72
9 N -1.68 0.69 -1.10
10 H -1.30 1.49 -1.61
11 H 0.96 -0.35 -1.84
12 H -0.74 -1.70 0.80
13 H -1.58 -0.45 1.72
14 H -2.39 -1.23 0.34


(12)
The ion C4H7N3 with charge +2 in a non-equilibrium geometry, computed with wB97M-V/def2-TZVPD.

## Properties
Total charge = +2
SMILES string = Cc1[nH][n+]#c[n+]1C
Frontier orbital gap (spin up / spin down) = 6.04 / 7.45 eV
Spin multiplicity = 1
LUMO (spin up / spin down) = -15.6 / -14.3 eV

Element x y z (Å)
1 C 0.64 -0.79 -1.35
2 C -0.31 -0.34 -0.43
3 N -1.61 -0.73 -0.54
4 N -2.34 -0.21 0.42
5 C -1.56 0.52 1.08
6 N -0.08 0.41 0.66
7 C 0.85 1.05 1.46
8 H 1.71 -0.40 -1.32
9 H 0.33 -0.49 -2.33
10 H 0.70 -1.85 -1.35
11 H -1.91 -0.91 -1.55
12 H 0.88 0.55 2.47
13 H 0.79 2.21 1.80
14 H 1.89 0.97 0.98


Record-wise energy values, in eV: -8730.709; -8729.644; -8730.294; -8725.557; -8728.155; -8728.169; -8729.899; -8731.450; -8730.993; -8726.573; -8729.740; -8704.647
Record-wise energy above the lowest of the compared OMol25 structures with the same formula, charge and spin values, in kJ/mol: 93.6; 196.4; 133.7; 590.7; 340.1; 338.7; 171.8; 22.1; 66.2; 492.6; 187.1; 591.4